1.
Here is a molecular structure, C2H12CdO6 in a non-equilibrium geometry from the OMol25 dataset. Energies are from ωB97M-V/def2-TZVPD.

## Properties
**HOMO-LUMO gap**: 2.626 eV
**Max |F|**: 0.0286 Eh/bohr
**Energy above the lowest of the compared OMol25 structures with the same formula, charge and spin**: 240.4 kJ/mol

```
21
C2H12CdO6 (ωB97M-V/def2-TZVPD)
Cd -0.5718 -0.0207 -0.8461
O 3.5788 1.6938 0.6968
C 2.7197 1.3450 1.6154
C 1.2586 1.2352 1.1080
O 1.2061 0.5551 -0.1263
H 2.6322 2.0669 2.4817
H 2.9504 0.3254 2.0768
H 0.8919 2.2713 0.9934
H 0.6579 0.7068 1.8881
O 0.4074 -1.1067 -2.5376
H 0.3700 -0.6446 -3.3800
H 1.1759 -1.6814 -2.5993
O -2.1660 0.7262 0.7581
H -2.9888 1.1800 0.5594
H -2.1988 0.5407 1.7005
O -2.4493 -0.8130 -1.8664
H -2.5011 -1.3760 -2.6429
H -3.3061 -0.3857 -1.7935
O -0.6760 -1.9156 0.4090
H 0.0806 -2.4937 0.2716
H -1.0716 -2.2090 1.2332
```

2.
Here is a molecular structure, C2H12ClN2Ru in a non-equilibrium geometry from the OMol25 dataset. Energies are from ωB97M-V/def2-TZVPD.

## Properties
**Expectation value of S²**: 6.015
**Charge**: +1
**2S+1**: 5
**HOMO-LUMO gap (alpha / beta)**: 8.229 / 8.204 eV
**Max |F|**: 0.0509 Eh/bohr

```
18
C2H12ClN2Ru (ωB97M-V/def2-TZVPD)
C -1.0471 -0.2336 -1.8045
Ru 0.0172 -0.2748 -0.0734
N 1.1131 -0.1908 1.7972
N -1.8136 0.0906 1.0042
H 1.5582 0.7234 1.8198
H -0.0287 -1.7973 0.3475
H -0.3281 -0.7245 -2.4823
H -1.3208 0.8160 -2.0975
H -1.9140 -0.9206 -1.6258
H -1.6906 0.9711 1.4874
H -2.0531 -0.6283 1.6954
H -2.6350 0.1894 0.4026
H 0.4998 -0.2696 2.6144
H 1.8314 -0.8953 1.8542
Cl 2.6749 -0.5038 -1.5407
C 1.6186 0.8021 -1.0438
H 2.2010 1.4864 -0.4155
H 1.3169 1.3596 -1.9392
```

3.
Here is 3 unconnected molecules or ions with the total composition C2H12N2O2 from the OMol25 dataset. Energies are from ωB97M-V/def2-TZVPD.

## Properties
**Expectation value of S²**: 0.751
**Charge**: -1
**2S+1**: 2
**HOMO-LUMO gap (alpha / beta)**: 2.867 / 9.971 eV
**Max |F|**: 0.0179 Eh/bohr
**Energy above the lowest of the compared OMol25 structures with the same formula, charge and spin**: 30.7 kJ/mol

```
18
C2H12N2O2 (ωB97M-V/def2-TZVPD)
N 0.8252 1.4578 0.2823
C 1.4930 0.1468 0.1901
C 0.7819 -0.8074 -0.7349
N -0.4075 -1.4208 -0.1579
H -0.1594 1.2938 0.4728
H 1.0978 1.9861 1.1110
H 2.4781 0.3322 -0.2099
H 1.6795 -0.2683 1.1917
H 1.5058 -1.5930 -0.9498
H 0.5916 -0.3317 -1.6994
H -0.6051 -2.3152 -0.6089
H -1.2078 -0.8193 -0.3287
H -0.9395 1.6952 -1.2364
H -1.2392 2.1534 -2.6758
O -1.6564 1.9529 -1.8295
H -1.0462 -1.1780 3.0840
H -1.4044 -1.2578 1.6160
O -1.7874 -1.0267 2.4835
```

4.
Here is 3 unconnected molecules or ions with the total composition C2H12N2O2 in a non-equilibrium geometry from the OMol25 dataset. Energies are from ωB97M-V/def2-TZVPD.

## Properties
**HOMO-LUMO gap**: 10.511 eV
**Max |F|**: 0.0338 Eh/bohr
**Energy above the lowest of the compared OMol25 structures with the same formula, charge and spin**: 62.1 kJ/mol

```
18
C2H12N2O2 (ωB97M-V/def2-TZVPD)
C -0.7996 -1.3042 0.2436
C 0.1909 -0.4077 0.9433
N 0.3655 -0.8401 2.3617
N -0.7352 -1.2559 -1.2209
H -0.7267 -2.3299 0.6156
H -1.7956 -1.0114 0.6092
H 1.1733 -0.5267 0.4701
H 0.0106 0.6701 0.8879
H -0.5708 -0.9103 2.7684
H 0.7046 -0.0147 2.8541
H -0.3850 -2.1469 -1.5559
H -1.6574 -1.1430 -1.6253
H 1.1132 3.3282 -0.1539
H -0.2285 2.7799 -0.0822
O 0.2192 3.6362 -0.0175
H 0.3480 0.1722 -2.1214
H 1.7460 0.4418 -2.7274
O 1.0276 0.8623 -2.2496
```